ORCA calculation (ωB97M-V with the def2-TZVPD basis set) on a structure of composition C34H28CoFIN2O2 at a distorted geometry.

```
! wB97M-V def2-TZVPD RIJCOSX def2/J DEFGRID3
* xyz -2 2
Co -0.34753 1.10859 0.18758
I -0.21907 1.34209 3.07188
C 1.83035 0.95920 2.78674
C 2.55279 0.67046 3.91511
C 3.94732 0.50682 3.83491
C 4.57522 0.67639 2.63465
C 3.84228 0.97176 1.45997
C 4.52053 1.16757 0.23761
C 3.80151 1.43265 -0.89351
C 2.39627 1.46015 -0.85859
C 1.64913 1.25841 0.28788
C 2.40994 1.07311 1.49326
H 2.04304 0.57495 4.86457
H 4.51351 0.26092 4.72674
H 5.65491 0.58631 2.56098
H 5.60445 1.10687 0.21747
H 4.31953 1.59846 -1.83476
H 1.88219 1.63310 -1.79861
C -0.64298 3.07410 -3.73727
C -0.54017 2.59695 -2.31293
N -0.63158 1.35286 -1.98738
O -0.90091 0.48049 -3.06693
C -0.32690 3.52832 -1.23925
C -0.19974 5.00952 -1.43133
N -0.26979 3.03791 -0.00885
O -0.09854 3.86901 0.93951
H -0.73685 2.22554 -4.40791
H 0.24811 3.64365 -4.00777
H -1.51204 3.72273 -3.86667
H -1.07683 -0.34048 -2.59138
H -0.14582 5.28477 -2.48541
H 0.69585 5.36950 -0.91776
H -1.04846 5.52954 -0.97400
C -2.78248 -5.49653 0.70439
C -1.68215 -5.17087 -0.08113
C -1.08610 -3.92354 -0.00223
C -1.56185 -2.93514 0.88264
C -2.69242 -3.28225 1.64595
C -3.28655 -4.52975 1.56563
C -1.06825 -1.55281 0.99384
C -0.07827 -0.90039 0.32244
C 1.01123 -1.66442 -0.27766
C 1.75830 -2.55021 0.52215
C 2.84189 -3.24809 0.01997
C 3.22751 -3.09429 -1.30805
C 2.51891 -2.20715 -2.10839
C 1.44635 -1.49187 -1.59973
H -3.24553 -6.47396 0.63325
H -1.28429 -5.90247 -0.77713
H -0.24697 -3.69737 -0.64155
H -3.11422 -2.52972 2.30318
H -4.16172 -4.74654 2.16943
H -1.73175 -0.95649 1.61140
H 1.46845 -2.66764 1.55959
H 3.39354 -3.91894 0.67049
H 4.08310 -3.63225 -1.70025
H 2.82358 -2.05790 -3.13917
H 0.92990 -0.78160 -2.23182
F -6.61342 1.18845 0.41673
C -5.23541 1.16939 0.35810
C -4.52014 2.16787 0.97885
C -3.12499 2.12802 0.91010
C -2.40390 1.12070 0.25032
C -3.21011 0.14388 -0.35917
C -4.60411 0.14894 -0.32041
H -5.04450 2.95859 1.50596
H -2.57837 2.93485 1.39633
H -2.74305 -0.69057 -0.87783
H -5.19194 -0.63010 -0.79474
*
```

Computed properties:
* gap between HOMO and LUMO (spin up / spin down): 0.202 / 0.208 hartree
* LUMO level (spin up / spin down): 4.486 / 4.457 eV

Here are the natural (NBO) charges for atoms 1 to 5, given in e: atom 1 (Co): 0.69, atom 2 (I): 0.22, atom 3 (C): -0.10, atom 4 (C): -0.30, atom 5 (C): -0.24

ORCA calculation (ωB97M-V with the def2-TZVPD basis set) on a structure of composition C34H28IN2O2SnTe.

```
! wB97M-V def2-TZVPD RIJCOSX def2/J DEFGRID3
* xyz 1 1
Sn 2.53039 0.30392 0.97474
C -1.50379 3.44450 -3.40846
C -0.76300 2.48692 -2.51555
C 0.36947 1.81831 -2.94683
C 1.03080 0.91323 -2.11919
C 2.38157 0.42176 -2.45367
O 3.23949 0.35850 -1.56713
C 2.73984 0.07902 -3.84328
C 4.06995 0.19305 -4.24870
C 4.42540 -0.11782 -5.54835
C 3.45893 -0.56106 -6.44358
C 2.13859 -0.70081 -6.03906
C 1.77518 -0.37514 -4.74290
C 0.51050 0.60175 -0.85020
O 1.02471 -0.42724 -0.16079
C -0.52142 1.41315 -0.33206
C -1.15520 2.30488 -1.19369
C -0.84149 1.43113 1.12138
N 0.01830 1.01743 1.96893
C -0.27644 1.05387 3.40080
C -1.48413 0.23880 3.86955
Te -1.35246 -1.90693 3.81176
C -1.90815 -2.26519 1.80770
C -3.17330 -1.90118 1.35660
C -3.53999 -2.14995 0.04235
C -2.65575 -2.78664 -0.81864
C -1.41191 -3.18736 -0.35833
C -1.03653 -2.92406 0.95158
C -2.13802 2.07292 1.49286
C -2.14644 3.23893 2.25136
C -3.34883 3.84485 2.58476
C -4.54752 3.28836 2.16368
C -4.54208 2.13691 1.38746
C -3.34119 1.53993 1.03927
H -1.03187 3.51535 -4.38687
H -1.53636 4.44352 -2.97222
H -2.53419 3.11790 -3.55511
H 0.77873 2.04042 -3.92479
H 4.80947 0.54120 -3.54059
H 5.45298 -0.01523 -5.86886
H 3.73617 -0.80109 -7.46128
H 1.39184 -1.05955 -6.73404
H 0.75089 -0.49961 -4.41638
H -1.96358 2.91586 -0.80866
H -0.41389 2.08596 3.73674
H 0.61812 0.68280 3.90369
H -2.40086 0.52028 3.35762
H -1.63235 0.44141 4.93085
H -3.87721 -1.43732 2.03691
H -4.52632 -1.86936 -0.30526
H -2.94301 -2.97819 -1.84389
H -0.72203 -3.69179 -1.02240
H -0.05768 -3.22558 1.30359
H -1.21137 3.68745 2.56374
H -3.34677 4.75628 3.16685
H -5.48465 3.75793 2.42909
H -5.47444 1.71193 1.04046
H -3.32804 0.65399 0.41900
I 4.18912 -2.23345 0.16885
C 3.60984 -2.73575 2.12561
C 3.92795 -3.96160 2.67542
C 3.58377 -4.15646 4.00639
C 2.94810 -3.14064 4.69953
C 2.63731 -1.97066 4.02993
N 2.96210 -1.76665 2.74942
H 4.43868 -4.71806 2.09952
H 3.82238 -5.09196 4.49376
H 2.68251 -3.25389 5.74047
H 2.11918 -1.16420 4.52851
*
```

Computed properties:
* gap between HOMO and LUMO: 0.257 hartree
* LUMO level: -3.115 eV

Here are the natural (NBO) charges for atoms 1 to 5, given in e: atom 1 (Sn): 1.44, atom 2 (C): -0.63, atom 3 (C): -0.05, atom 4 (C): -0.14, atom 5 (C): -0.26

ORCA calculation (ωB97M-V with the def2-TZVPD basis set) on a structure of composition C34H28N10O6PbS3 at a distorted geometry.

```
! wB97M-V def2-TZVPD RIJCOSX def2/J DEFGRID3
* xyz 2 1
Pb 0.01488 -0.27766 -0.01121
O 5.88290 1.45886 -3.31368
C 4.85745 2.07725 -3.63060
O 4.65579 3.14995 -4.21390
C 3.56612 1.38698 -3.14920
C 2.37095 2.09408 -3.08508
C 1.25531 1.49977 -2.53605
N 1.28130 0.23289 -2.07403
C 2.41443 -0.48317 -2.20538
C 3.56965 0.06504 -2.72520
C 2.34596 -1.88895 -1.72519
C 3.25125 -2.85562 -2.14374
C 3.11079 -4.15110 -1.67774
C 2.07487 -4.45495 -0.80495
C 1.22009 -3.43761 -0.43018
N 1.35336 -2.18737 -0.87931
C -0.04371 2.21945 -2.43622
C -0.35873 3.27455 -3.28994
C -1.60079 3.87255 -3.18598
C -2.50951 3.40304 -2.24418
C -2.11917 2.35265 -1.43696
N -0.91071 1.78272 -1.51658
H 2.39142 3.11286 -3.45241
H 4.51563 -0.46045 -2.77090
H 4.03866 -2.60050 -2.83790
H 3.79968 -4.92006 -2.00095
H 1.92847 -5.45612 -0.42627
H 0.39578 -3.62304 0.24988
H 0.34814 3.59534 -4.04171
H -1.86749 4.68553 -3.84830
H -3.49945 3.82725 -2.15368
H -2.80195 1.92953 -0.70530
N -1.17771 -1.72272 -3.06421
C -2.01413 -2.05263 -2.06654
N -1.82649 -1.68310 -0.81220
C -2.84971 -2.15801 0.01360
C -3.79178 -2.87370 -0.63322
S -3.42921 -2.99853 -2.31488
C -2.84239 -1.85941 1.45579
C -3.66508 -2.40413 2.38120
S -3.33400 -1.74322 3.93651
C -2.07934 -0.79198 3.24191
N -1.93256 -0.93437 1.95094
N -1.30612 0.05002 3.99473
H -0.36346 -1.15358 -2.87933
H -1.35599 -2.00624 -4.01137
H -4.67787 -3.33503 -0.23117
H -4.43307 -3.14819 2.25277
H -1.26881 -0.07324 4.99335
H -0.46404 0.39834 3.56744
N -1.02286 3.25390 1.87391
C -0.66398 4.35290 2.48638
C -1.22392 4.65451 3.79079
C -0.85014 5.76124 4.44301
C 0.11964 6.66984 3.81336
C 0.73279 6.31158 2.52147
C 0.33416 5.21101 1.87498
S 0.96139 8.02850 6.29007
O 0.40426 7.76147 4.29352
O 0.41850 9.31945 6.54701
O 0.39246 6.87234 6.93455
H -0.76941 3.11436 0.90024
H -1.82237 2.72077 2.19648
H -1.94212 3.96872 4.22316
H -1.24556 6.00471 5.41991
H 1.46808 6.98961 2.10831
H 0.73944 4.94806 0.90535
N 2.36969 -2.35343 5.69081
C 2.39559 -1.03991 5.37470
O 1.98509 -0.15712 6.10130
C 2.90584 -0.69357 4.00092
C 4.12820 -0.06708 3.79062
C 4.44858 0.36030 2.51213
C 3.50632 0.21478 1.50339
N 2.31776 -0.35685 1.70781
C 2.05307 -0.83775 2.92092
H 2.09770 -2.61315 6.62628
H 2.84776 -3.03228 5.12453
H 4.81563 0.08079 4.61388
H 5.39912 0.82917 2.29930
H 3.70604 0.58863 0.50430
H 1.08694 -1.32112 3.05387
*
```

Computed properties:
* gap between HOMO and LUMO: 0.115 hartree
* LUMO level: -8.632 eV

Here are the Löwdin charges for atoms 1 to 5, given in e: atom 1 (Pb): 1.41, atom 2 (O): 0.00, atom 3 (C): -0.69, atom 4 (O): 0.00, atom 5 (C): -0.05